(1)
{"formula": "C20H32IrP4", "method": "wB97M-V/def2-TZVPD", "elements": ["Ir", "C", "P", "C", "C", "C", "C", "C", "C", "C", "P", "C", "C", "H", "H", "H", "H", "H", "H", "H", "H", "H", "H", "H", "H", "H", "H", "H", "H", "C", "P", "C", "C", "C", "C", "C", "C", "C", "P", "C", "C", "H", "H", "H", "H", "H", "H", "H", "H", "H", "H", "H", "H", "H", "H", "H", "H"], "coordinates": [[0.599, -0.675, -0.644], [-0.406, 0.249, -3.763], [-0.934, -0.872, -2.453], [-1.126, -2.486, -3.238], [-2.540, -0.339, -1.832], [-3.589, 0.119, -2.619], [-4.793, 0.475, -2.018], [-4.949, 0.369, -0.640], [-3.903, -0.089, 0.154], [-2.697, -0.440, -0.446], [-1.290, -1.083, 0.476], [-1.259, -0.363, 2.116], [-1.482, -2.858, 0.709], [-1.078, 0.134, -4.616], [0.604, 0.003, -4.099], [-0.438, 1.281, -3.416], [-1.993, -2.403, -3.897], [-1.307, -3.278, -2.515], [-0.247, -2.738, -3.833], [-3.486, 0.211, -3.694], [-5.612, 0.836, -2.627], [-5.887, 0.649, -0.179], [-4.047, -0.161, 1.226], [-2.139, -0.720, 2.658], [-1.278, 0.723, 2.069], [-0.371, -0.686, 2.660], [-2.474, -2.988, 1.152], [-0.735, -3.266, 1.390], [-1.449, -3.398, -0.234], [2.365, -2.457, 1.659], [2.502, -0.894, 0.770], [4.136, -0.907, 0.006], [2.428, 0.465, 1.952], [3.057, 0.481, 3.191], [2.945, 1.606, 4.002], [2.215, 2.711, 3.575], [1.584, 2.702, 2.336], [1.691, 1.575, 1.527], [0.951, 1.466, -0.112], [-0.565, 2.419, -0.157], [2.053, 2.215, -1.322], [3.255, -2.588, 2.278], [2.318, -3.296, 0.961], [1.481, -2.457, 2.295], [4.855, -0.823, 0.824], [4.279, -0.072, -0.677], [4.310, -1.841, -0.530], [3.627, -0.371, 3.543], [3.430, 1.622, 4.969], [2.132, 3.582, 4.211], [1.019, 3.573, 2.026], [-0.304, 3.473, -0.035], [-1.243, 2.119, 0.637], [-1.063, 2.302, -1.121], [2.273, 3.214, -0.936], [1.584, 2.309, -2.302], [2.987, 1.665, -1.416]], "nbo_charge": [-0.0446, -0.9541, 1.0580, -0.9500, -0.2835, -0.1879, -0.1395, -0.1333, -0.1711, -0.4595, 1.3962, -0.9940, -0.9885, 0.2859, 0.2755, 0.2557, 0.2872, 0.2629, 0.2828, 0.2430, 0.2649, 0.2630, 0.2406, 0.2905, 0.2633, 0.2729, 0.2973, 0.2760, 0.2679, -0.9541, 1.0583, -0.9500, -0.2834, -0.1880, -0.1359, -0.1431, -0.1677, -0.4585, 1.3963, -0.9940, -0.9885, 0.2859, 0.2755, 0.2557, 0.2872, 0.2629, 0.2828, 0.2430, 0.2649, 0.2644, 0.2407, 0.2906, 0.2633, 0.2729, 0.2973, 0.2760, 0.2679], "charge": 3, "homo_ha": -0.6763, "max_force_ev_per_a": 1.68, "homo_lumo_gap_ev": 7.51}

=====

(2)
{"formula": "C20H32N4O4", "method": "wB97M-V/def2-TZVPD", "elements": ["C", "C", "H", "H", "O", "C", "O", "N", "C", "H", "C", "N", "C", "C", "N", "H", "C", "H", "C", "H", "H", "C", "N", "C", "C", "H", "C", "C", "C", "H", "H", "C", "H", "H", "H", "H", "H", "H", "H", "H", "H", "H", "H", "H", "C", "O", "C", "O", "C", "H", "H", "C", "H", "H", "H", "H", "H", "H", "H", "H"], "coordinates": [[-4.617, -2.163, 0.721], [-4.726, -1.085, 1.675], [-5.730, -0.572, 1.566], [-4.661, -1.489, 2.662], [-3.910, -0.189, 1.385], [-4.276, 0.806, 0.629], [-5.311, 0.755, 0.071], [-3.296, 1.891, 0.373], [-3.351, 2.783, -0.741], [-4.274, 2.722, -1.052], [-2.355, 2.448, -1.695], [-1.420, 1.481, -1.181], [-1.467, -0.136, -1.318], [-0.989, -1.004, -0.511], [-0.243, -1.347, 0.395], [0.368, -0.647, 0.921], [0.337, -2.821, 0.795], [0.355, -2.862, 1.904], [1.776, -2.723, 0.016], [1.540, -2.639, -0.879], [1.966, -3.858, 0.152], [2.610, -1.786, 0.810], [2.399, -0.357, 0.515], [2.419, 0.049, -0.744], [3.863, 0.123, -1.826], [3.810, -0.159, -2.668], [4.742, 1.012, -1.372], [4.732, 1.953, 0.012], [4.436, 0.736, 1.281], [5.126, -0.169, 1.037], [4.913, 1.316, 2.045], [3.009, 0.394, 1.286], [2.970, 0.005, 2.423], [2.442, 1.225, 1.399], [5.593, 2.274, 0.206], [3.926, 2.724, 0.150], [5.788, 0.938, -1.794], [4.419, 1.993, -1.806], [4.383, -0.885, -1.212], [1.673, -0.479, -1.411], [2.187, 0.949, -0.774], [3.567, -2.084, 0.472], [2.687, -2.093, 1.764], [-0.450, -3.530, 0.366], [-1.869, -1.929, -1.511], [-1.787, -3.251, -1.500], [-2.143, -0.867, -2.148], [-2.735, -0.655, -3.148], [-0.836, 2.016, 0.082], [-0.710, 3.032, 0.062], [0.038, 1.429, 0.490], [-1.992, 1.876, 1.158], [-1.778, 0.959, 1.667], [-1.904, 2.587, 2.014], [-1.656, 3.024, -2.060], [-2.764, 1.777, -2.280], [-3.056, 3.701, -0.373], [-4.908, -1.754, -0.307], [-5.347, -2.872, 0.825], [-3.511, -2.574, 0.987]], "nbo_charge": [-0.6201, -0.0803, 0.1843, 0.1704, -0.4991, 0.9182, -0.6296, -0.4565, -0.2255, 0.2323, -0.2664, -0.4230, 0.1188, 0.2366, -0.5711, 0.4096, -0.2026, 0.2026, -0.3758, 0.2018, 0.2246, -0.2477, -0.4756, -0.1614, -0.3269, 0.1753, -0.4505, -0.3254, -0.4286, 0.1972, 0.2230, -0.1869, 0.1713, 0.1838, 0.1718, 0.1904, 0.2127, 0.1988, 0.1136, 0.1968, 0.1710, 0.2011, 0.2156, 0.2624, 0.5061, -0.5769, 0.2368, -0.5678, -0.2352, 0.1927, 0.1882, -0.2373, 0.2069, 0.1880, 0.2112, 0.2327, 0.1793, 0.2326, 0.2141, 0.1976], "homo_ha": -0.2912, "max_force_ev_per_a": 19.49, "homo_lumo_gap_ev": 8.09}

=====

(3)
{"formula": "C20H32N6O7Pt", "method": "wB97M-V/def2-TZVPD", "elements": ["O", "H", "Pt", "N", "N", "N", "N", "O", "O", "O", "O", "C", "C", "C", "C", "C", "H", "H", "H", "C", "H", "H", "H", "C", "C", "H", "H", "H", "H", "H", "H", "H", "H", "C", "H", "H", "H", "O", "H", "H", "C", "N", "N", "C", "O", "C", "C", "C", "C", "C", "C", "C", "C", "C", "H", "H", "H", "H", "H", "H", "H", "H", "H", "H", "H", "H"], "coordinates": [[-0.129, -1.138, -3.518], [-0.167, -0.820, -4.459], [0.022, 0.155, -0.553], [1.596, -1.189, -0.759], [-0.691, -1.724, 0.097], [0.700, 2.012, -0.195], [-1.158, 0.981, 0.980], [2.778, -0.824, -0.654], [1.944, 2.400, -0.598], [-1.932, 0.291, 1.789], [-1.647, -1.966, 0.911], [-0.007, -2.776, -0.402], [1.238, -2.465, -0.991], [0.014, 2.902, 0.522], [-1.061, 2.300, 1.218], [2.213, -3.364, -1.638], [2.245, -3.192, -2.720], [1.938, -4.408, -1.495], [3.225, -3.216, -1.252], [-0.573, -4.103, -0.102], [-1.624, -4.164, -0.425], [-0.543, -4.286, 0.985], [-0.009, -4.901, -0.602], [0.505, 4.295, 0.663], [-1.856, 2.972, 2.273], [1.099, 4.628, -0.197], [1.120, 4.422, 1.568], [-0.343, 4.984, 0.776], [-2.475, 2.236, 2.797], [-2.512, 3.744, 1.846], [-1.201, 3.467, 3.006], [2.169, 1.779, -1.340], [-1.853, -0.698, 1.448], [-1.576, 0.044, -2.094], [-1.503, -0.789, -2.808], [-1.350, 0.984, -2.600], [-2.518, 0.097, -1.574], [1.162, 0.521, -2.257], [0.453, -0.433, -3.027], [1.279, 1.126, -3.002], [2.277, 0.916, 5.924], [2.073, 1.000, 4.493], [1.463, 0.026, 3.779], [1.695, 0.238, 2.428], [1.132, -0.461, 1.550], [2.569, 1.373, 2.380], [2.796, 1.777, 3.648], [3.651, 2.886, 4.154], [0.498, -0.888, 4.300], [-0.369, -0.478, 5.314], [-1.333, -1.375, 5.784], [-1.470, -2.636, 5.189], [-0.646, -3.003, 4.116], [0.350, -2.135, 3.682], [3.345, 0.841, 6.139], [1.774, 0.050, 6.332], [1.887, 1.816, 6.397], [2.980, 1.748, 1.435], [3.103, 3.554, 4.819], [4.528, 2.511, 4.685], [4.001, 3.469, 3.298], [-0.288, 0.528, 5.739], [-1.975, -1.082, 6.618], [-2.228, -3.332, 5.553], [-0.759, -3.966, 3.621], [1.021, -2.405, 2.870]], "nbo_charge": [-1.0228, 0.4572, 1.2884, 0.0398, 0.0001, -0.1554, -0.0775, -0.3439, -0.5682, -0.5408, -0.5120, 0.1464, 0.1589, 0.1707, 0.0968, -0.6650, 0.2531, 0.2185, 0.2435, -0.6528, 0.2454, 0.2345, 0.2192, -0.6632, -0.6660, 0.2493, 0.2274, 0.2270, 0.2569, 0.2265, 0.2183, 0.5229, 0.4841, -0.7400, 0.2672, 0.1791, 0.1719, -1.1714, 0.4976, 0.4629, -0.4230, -0.1920, -0.2521, 0.6090, -0.7370, -0.4134, 0.2331, -0.6548, 0.2050, -0.2595, -0.2080, -0.2188, -0.1816, -0.2245, 0.2063, 0.2422, 0.2084, 0.2630, 0.2265, 0.2293, 0.2428, 0.2144, 0.2173, 0.2174, 0.2177, 0.2477], "spin_multiplicity": 3, "homo_ha": [-0.2033, -0.2467], "max_force_ev_per_a": 7.65, "homo_lumo_gap_ev": [5.64, 5.90]}

=====

(4)
{"formula": "C20H33Cl6N7", "method": "wB97M-V/def2-TZVPD", "elements": ["Cl", "C", "C", "Cl", "H", "H", "H", "H", "Cl", "C", "C", "Cl", "H", "H", "H", "H", "Cl", "C", "C", "Cl", "H", "H", "H", "H", "C", "C", "N", "H", "H", "H", "C", "C", "N", "H", "H", "H", "C", "C", "N", "H", "H", "H", "C", "C", "N", "H", "H", "H", "C", "C", "N", "H", "H", "H", "C", "C", "N", "H", "H", "H", "C", "C", "N", "H", "H", "H"], "coordinates": [[0.308, -2.366, -3.707], [1.659, -1.384, -4.459], [1.693, -1.688, -5.950], [0.347, -0.866, -6.774], [2.457, -1.712, -3.793], [1.493, -0.372, -4.089], [1.662, -2.769, -6.089], [2.647, -1.329, -6.336], [3.944, -6.965, 2.465], [2.846, -5.622, 2.585], [3.542, -4.374, 2.491], [4.342, -4.274, 0.931], [2.145, -5.668, 3.419], [2.159, -5.715, 1.744], [4.216, -4.245, 3.338], [2.802, -3.573, 2.504], [1.393, -1.893, 0.553], [0.034, -0.625, 0.566], [0.295, 0.462, -0.553], [1.896, 1.181, -0.580], [0.074, -0.019, 1.471], [-0.879, -1.215, 0.486], [-0.472, 1.219, -0.387], [0.098, 0.135, -1.574], [3.492, 4.258, -1.149], [3.852, 4.878, -2.442], [4.183, 5.420, -3.396], [4.412, 4.014, -0.618], [2.989, 3.300, -1.279], [2.930, 4.949, -0.521], [-0.240, 4.504, -1.675], [-0.042, 5.075, -0.366], [0.105, 5.617, 0.562], [0.761, 4.261, -2.031], [-0.702, 5.360, -2.167], [-0.921, 3.653, -1.712], [-2.375, 2.554, -5.663], [-2.025, 1.657, -4.569], [-1.749, 0.929, -3.724], [-3.457, 2.679, -5.615], [-2.218, 1.903, -6.523], [-1.857, 3.513, -5.641], [2.370, -0.223, 3.872], [2.248, -1.604, 4.323], [2.291, -2.672, 4.735], [2.768, 0.413, 4.662], [1.402, 0.242, 3.683], [3.088, -0.168, 3.054], [-1.557, -1.895, 5.005], [-1.368, -0.649, 4.208], [-1.397, 0.374, 3.616], [-2.404, -1.800, 5.685], [-0.597, -2.133, 5.461], [-1.722, -2.775, 4.383], [-4.221, 2.866, 2.133], [-3.149, 2.982, 1.135], [-2.357, 3.112, 0.287], [-4.199, 1.865, 2.565], [-5.097, 2.907, 1.484], [-4.072, 3.658, 2.867], [-5.335, -3.416, 1.462], [-4.219, -2.952, 0.623], [-3.306, -2.538, 0.048], [-5.836, -2.495, 1.762], [-5.087, -4.002, 2.347], [-6.083, -3.942, 0.868]], "nbo_charge": [-0.1010, -0.3717, -0.3993, -0.0502, 0.2371, 0.2317, 0.2324, 0.2228, -0.0419, -0.4148, -0.4050, -0.0541, 0.2314, 0.2173, 0.2247, 0.2383, -0.1188, -0.3489, -0.4151, -0.0601, 0.2167, 0.2538, 0.2393, 0.2387, -0.7364, 0.2881, -0.3404, 0.2547, 0.2603, 0.2658, -0.7245, 0.3068, -0.3580, 0.2453, 0.2493, 0.2781, -0.7226, 0.2934, -0.3437, 0.2528, 0.2613, 0.2592, -0.7394, 0.3172, -0.3744, 0.2572, 0.2685, 0.2710, -0.7286, 0.3092, -0.3672, 0.2571, 0.2717, 0.2602, -0.7180, 0.3278, -0.3833, 0.2585, 0.2554, 0.2627, -0.7213, 0.2878, -0.3293, 0.2518, 0.2555, 0.2569], "smiles": "ClCCCl.ClCCCl.ClCCCl.CC#N.CC#N.CC#N.CC#N.CC#N.CC#N.CC#N", "homo_ha": -0.3719, "max_force_ev_per_a": 9.82, "homo_lumo_gap_ev": 10.14}

=====

(5)
{"formula": "C20H33N2O5Si", "method": "wB97M-V/def2-TZVPD", "elements": ["C", "C", "C", "C", "C", "C", "N", "C", "O", "C", "O", "C", "C", "C", "O", "Si", "C", "C", "C", "H", "H", "H", "H", "H", "H", "H", "H", "H", "H", "H", "H", "H", "H", "H", "H", "H", "H", "H", "H", "H", "H", "H", "H", "H", "H", "H", "H", "C", "C", "C", "C", "C", "C", "N", "O", "O", "H", "H", "H", "H", "H"], "coordinates": [[0.855, 0.242, 4.571], [0.552, -0.275, 3.500], [0.026, -0.579, 2.050], [1.045, -1.565, 1.309], [0.866, -1.354, -0.265], [2.214, -0.907, -1.010], [2.065, -1.116, -2.494], [2.350, 0.083, -3.345], [1.177, 0.860, -3.659], [3.513, 1.031, -2.802], [3.899, 0.820, -1.429], [2.762, 0.528, -0.586], [1.679, 1.690, -0.510], [1.895, 2.450, 0.902], [1.488, 3.830, 0.864], [-0.216, 4.041, 1.054], [-0.945, 3.228, 2.622], [-0.560, 5.934, 1.239], [-1.208, 3.502, -0.520], [1.069, 0.870, 5.481], [-0.071, 0.366, 1.420], [-1.030, -1.007, 2.105], [0.707, -2.623, 1.559], [2.121, -1.437, 1.625], [-0.029, -0.703, -0.544], [0.617, -2.390, -0.694], [2.999, -1.661, -0.660], [1.066, -1.362, -2.660], [2.591, -1.965, -2.775], [2.707, -0.319, -4.353], [0.544, 0.837, -2.909], [3.128, 2.103, -2.909], [4.418, 0.943, -3.474], [3.182, 0.403, 0.469], [1.785, 2.491, -1.299], [0.602, 1.347, -0.523], [1.434, 1.878, 1.770], [3.028, 2.453, 1.065], [-0.603, 2.149, 2.654], [-0.605, 3.739, 3.577], [-2.083, 3.208, 2.603], [-1.446, 6.184, 0.561], [0.315, 6.551, 0.873], [-0.870, 6.205, 2.295], [-1.376, 2.384, -0.554], [-0.655, 3.917, -1.415], [-2.237, 3.979, -0.402], [-2.186, -5.959, -0.439], [-3.510, -6.008, -0.019], [-4.253, -4.837, 0.081], [-3.659, -3.625, -0.248], [-2.335, -3.566, -0.662], [-1.597, -4.739, -0.756], [-4.444, -2.388, -0.170], [-5.596, -2.470, 0.214], [-3.895, -1.345, -0.499], [-1.611, -6.875, -0.521], [-3.965, -6.960, 0.229], [-5.284, -4.888, 0.409], [-1.867, -2.622, -0.914], [-0.562, -4.705, -1.080]], "nbo_charge": [-0.2028, -0.0753, -0.4557, -0.4112, -0.4368, -0.0807, -0.5445, 0.2050, -0.6759, -0.1186, -0.5094, 0.0848, -0.5244, -0.0721, -0.8526, 1.8471, -1.1545, -1.1324, -1.1427, 0.2692, 0.2188, 0.2563, 0.2402, 0.2304, 0.2230, 0.2136, 0.2377, 0.4510, 0.4587, 0.2191, 0.4830, 0.2223, 0.2321, 0.2414, 0.2532, 0.2134, 0.1911, 0.1930, 0.2249, 0.2569, 0.2596, 0.2398, 0.2528, 0.2488, 0.2161, 0.2435, 0.2607, -0.1756, -0.1970, -0.1955, 0.0870, -0.2293, -0.2117, 0.5139, -0.3436, -0.3970, 0.2278, 0.2351, 0.2585, 0.2251, 0.2043], "charge": 1, "homo_ha": -0.4562, "max_force_ev_per_a": 3.05, "homo_lumo_gap_ev": 8.95}

=====

(6)
{"formula": "C20H33N3O3P", "method": "wB97M-V/def2-TZVPD", "elements": ["C", "C", "C", "O", "N", "C", "C", "O", "C", "C", "C", "C", "C", "C", "C", "N", "C", "O", "C", "C", "C", "C", "C", "C", "C", "P", "N", "H", "H", "H", "H", "H", "H", "H", "H", "H", "H", "H", "H", "H", "H", "H", "H", "H", "H", "H", "H", "H", "H", "H", "H", "H", "H", "H", "H", "H", "H", "H", "H", "H"], "coordinates": [[-5.178, -1.106, -1.930], [-4.267, -1.783, -2.992], [-2.938, -2.277, -2.423], [-1.823, -1.396, -2.809], [-1.209, -0.893, -1.691], [-0.318, -1.635, -0.943], [0.111, -3.060, -1.201], [1.067, -3.507, -0.303], [0.531, -4.335, 0.724], [0.077, -0.788, 0.025], [1.029, -0.949, 1.168], [2.520, -0.947, 0.782], [2.937, 0.063, -0.316], [3.992, 1.070, 0.197], [3.568, -0.741, -1.461], [-0.559, 0.437, -0.155], [-0.474, 1.659, 0.638], [0.877, 2.068, 0.803], [1.029, 2.731, 2.029], [1.577, 2.116, 3.108], [1.682, 2.779, 4.295], [1.269, 4.078, 4.410], [0.745, 4.692, 3.311], [0.621, 4.028, 2.130], [-1.341, 0.330, -1.232], [-2.427, 1.578, -2.050], [-3.069, 2.588, -1.043], [-5.287, -0.037, -2.116], [-6.184, -1.513, -1.954], [-4.778, -1.226, -0.923], [-4.086, -1.084, -3.808], [-4.840, -2.603, -3.420], [-3.027, -2.339, -1.341], [-2.698, -3.257, -2.833], [0.535, -3.090, -2.211], [-0.786, -3.688, -1.234], [-0.451, -3.987, 1.053], [0.481, -5.377, 0.407], [1.194, -4.293, 1.587], [0.790, -0.239, 1.949], [0.822, -1.923, 1.610], [2.874, -1.942, 0.532], [3.067, -0.674, 1.690], [2.117, 0.663, -0.705], [4.998, 0.700, 0.010], [3.819, 1.365, 1.231], [3.893, 1.979, -0.401], [3.769, -0.132, -2.343], [4.494, -1.217, -1.137], [2.907, -1.560, -1.765], [-1.068, 2.455, 0.200], [-0.890, 1.466, 1.630], [1.949, 1.101, 3.065], [2.103, 2.252, 5.138], [1.365, 4.557, 5.373], [0.409, 5.716, 3.401], [0.181, 4.567, 1.302], [-3.333, 0.795, -2.777], [-1.596, 2.238, -2.980], [-2.770, 3.524, -1.301]], "nbo_charge": [-0.6185, -0.4503, -0.0856, -0.3301, 0.0044, 0.0852, -0.0838, -0.5228, -0.2646, 0.2118, -0.4359, -0.3982, -0.2145, -0.6071, -0.6038, -0.2959, 0.0873, -0.5255, 0.2460, -0.2718, -0.1723, -0.2066, -0.1994, -0.2145, 0.0783, 1.2954, -1.2760, 0.2146, 0.2363, 0.2002, 0.2268, 0.2379, 0.1945, 0.2094, 0.2230, 0.1965, 0.1714, 0.1975, 0.2063, 0.2291, 0.2386, 0.2275, 0.2151, 0.1953, 0.2133, 0.2068, 0.2129, 0.2135, 0.2110, 0.1922, 0.2372, 0.2038, 0.2188, 0.2217, 0.2282, 0.2251, 0.2182, -0.0278, -0.0144, 0.3886], "charge": 1, "smiles": "CCCOn1c(COC)c(CCC(C)C)[n+](COc2ccccc2)c1[PH2]=N", "homo_ha": -0.4397, "max_force_ev_per_a": 2.31, "homo_lumo_gap_ev": 8.80}